{
  "formula": "C4H5O5Sm",
  "method": "the ωB97M-V functional and the def2-TZVPD basis",
  "orbital_gap_ev": [2.8, 7.1],
  "s2": 15.762,
  "multiplicity": 8,
  "symbols": ["O", "O", "C", "C", "O", "C", "Sm", "H", "H", "H", "H", "H", "O", "C", "O"],
  "positions_angstrom": [[-1.17, 0.19, 0.99], [-0.51, -0.58, -1.81], [0.64, -0.19, -1.70], [1.10, 0.92, -0.81], [0.10, 1.69, -0.24], [-0.36, 1.28, 1.06], [-2.62, -0.28, -0.71], [1.45, -0.72, -2.24], [1.76, 1.56, -1.42], [1.76, 0.45, -0.05], [-0.89, 2.18, 1.44], [0.53, 1.08, 1.69], [-1.57, -2.65, 0.64], [-0.64, -2.40, 1.32], [0.40, -2.53, 1.82]],
  "lowdin_charge": [-0.43, -0.31, -0.39, -0.25, -0.15, -0.40, 1.46, 0.09, 0.11, 0.12, 0.11, 0.12, 0.09, -0.40, 0.22]
}

{
  "formula": "C4H5O5Y",
  "method": "the ωB97M-V functional and the def2-TZVPD basis",
  "total_charge": 3,
  "orbital_gap_ev": [6.4, 5.5],
  "s2": 0.757,
  "multiplicity": 2,
  "symbols": ["O", "O", "C", "O", "C", "C", "H", "H", "H", "H", "O", "C", "O", "Y", "H"],
  "positions_angstrom": [[-1.86, -1.27, 2.10], [-2.23, -0.31, 0.20], [-1.54, -1.05, 0.89], [-0.29, -1.48, 0.61], [0.54, -0.81, -0.23], [1.90, -1.36, -0.19], [0.09, -0.78, -1.23], [2.54, -0.66, -0.77], [1.93, -2.30, -0.77], [2.27, -1.52, 0.82], [0.89, 3.26, -0.60], [-0.05, 2.55, -0.44], [-1.26, 2.78, -0.27], [-3.24, 1.88, 0.23], [0.31, 1.05, -0.35]],
  "lowdin_charge": [0.46, 0.00, -0.54, 0.17, -0.03, 0.05, 0.16, 0.14, 0.17, 0.13, 0.28, -0.41, -0.14, 2.38, 0.19]
}

{
  "formula": "C4H5O7S",
  "method": "the ωB97M-V functional and the def2-TZVPD basis",
  "total_charge": -1,
  "orbital_gap_ev": 6.4,
  "symbols": ["C", "C", "C", "C", "O", "O", "O", "O", "O", "O", "O", "S", "H", "H", "H", "H", "H"],
  "positions_angstrom": [[-0.11, 1.04, 0.03], [-0.26, -0.28, 0.30], [1.74, 1.79, -2.83], [0.82, -1.33, 0.19], [-1.30, 1.96, 0.37], [2.38, 2.72, -2.64], [-3.45, 2.77, -1.02], [-4.03, 1.00, 0.50], [0.82, 1.68, -0.49], [-1.39, -0.77, 1.07], [2.14, -0.89, -0.21], [-3.19, 1.40, -0.65], [0.90, -1.82, 1.11], [0.55, -2.04, -0.72], [-0.96, 2.87, 0.19], [-2.03, -0.04, 0.88], [2.19, 0.06, -0.18]],
  "lowdin_charge": [-0.46, -0.25, 0.00, -0.19, -0.18, -0.01, -0.45, -0.45, -0.12, -0.06, -0.10, 0.88, 0.08, 0.14, 0.11, 0.02, 0.04]
}

{
  "formula": "C4H5OP",
  "method": "the ωB97M-V functional and the def2-TZVPD basis",
  "orbital_gap_ev": 8.1,
  "symbols": ["C", "C", "C", "C", "O", "P", "H", "H", "H", "H", "H"],
  "positions_angstrom": [[-1.47, -0.76, -0.34], [-2.22, 0.12, 0.32], [-0.79, 0.26, 0.39], [1.86, -0.16, 0.22], [0.05, 1.57, -1.05], [0.67, 1.34, 0.36], [-1.30, -1.34, -1.25], [-3.11, 0.46, 0.80], [1.41, -0.90, -0.45], [1.97, -0.59, 1.26], [2.92, 0.01, -0.26]],
  "lowdin_charge": [0.04, 0.07, -0.26, -0.31, -0.52, 0.67, 0.13, 0.10, 0.00, 0.03, 0.06]
}

Energy above the lowest of the compared OMol25 structures with the same formula, charge and spin in kJ/mol, matching the order above: 62.79 263.04 22.80 320.85